Formula: CH8N2O3
Source: the OMol25 dataset
Level of theory: ωB97M-V with the def2-TZVPD basis set

Properties
E, a.u.: -378.1564
Relative energy (zero: lowest compared OMol25 entry of this formula, charge and spin), kcal per mole: 19.5
LUMO, eV: 0.502
Gap between HOMO and LUMO, eV: 10.91
Structure (SMILES): NC(N)=O.O.O

Atoms and positions in Å:
N: -2.04 1.63 0.88
C: -1.80 0.28 0.93
N: -0.74 -0.07 1.71
O: -2.43 -0.49 0.23
H: -1.48 2.30 1.39
H: -2.74 1.96 0.23
H: -0.21 -0.90 1.55
H: -0.24 0.53 2.36
O: -0.14 -1.62 -2.03
H: -0.96 -1.27 -1.64
H: 0.34 -1.51 -1.21
O: 3.97 -0.56 -1.27
H: 4.74 -0.07 -1.00
H: 3.74 -0.21 -2.13

***

Formula: CH8N2P
Source: the OMol25 dataset
Level of theory: ωB97M-V with the def2-TZVPD basis set

Properties
E, a.u.: -493.4250
Relative energy (zero: lowest compared OMol25 entry of this formula, charge and spin), kcal per mole: 50.8
Net charge: +1
LUMO, eV: -4.830
Gap between HOMO and LUMO, eV: 8.88

Atoms and positions in Å:
C: -1.77 0.39 -0.34
N: 2.52 -0.19 -0.12
N: -2.55 -0.41 0.34
P: -0.02 0.38 -0.02
H: 1.03 1.65 -0.24
H: -2.10 0.61 -1.35
H: 3.12 0.45 -0.58
H: 3.17 -0.55 0.68
H: -2.33 -0.66 1.29
H: 2.33 -0.86 -0.85
H: -3.27 -0.92 -0.20
H: -0.14 0.10 1.39

***

Formula: CH8N2S
Source: the OMol25 dataset
Level of theory: ωB97M-V with the def2-TZVPD basis set

Properties
E, a.u.: -550.5686
Relative energy (zero: lowest compared OMol25 entry of this formula, charge and spin), kcal per mole: 6.9
LUMO, eV: 0.959
Gap between HOMO and LUMO, eV: 10.49
Structure (SMILES): NCN.S

Atoms and positions in Å:
N: -2.03 1.07 0.46
C: -2.07 -0.23 -0.19
N: -0.97 -1.12 0.18
H: -2.35 1.03 1.42
H: -1.04 1.23 0.58
H: -3.06 -0.70 -0.25
H: -1.91 0.01 -1.22
H: -1.09 -1.39 1.16
H: -1.08 -1.96 -0.39
S: 2.43 0.15 -0.20
H: 3.53 0.77 -0.64
H: 1.80 0.29 -1.38

***

> Among the records above, which one has the lowest relative energy (zero: lowest compared OMol25 entry of this formula, charge and spin)?

CH8N2S